14
Properties=species:S:1:pos:R:3 method="wB97M-V/def2-TZVPD" gap_ev=11.4 homo_ev=-14.68 e_above_lowest_kcal_mol=57.2 energy_ev=-7805.62300 total_charge=+1
O -2.04286 0.24692 -0.46525
N -0.35730 -1.18779 0.14466
C -1.04228 0.08418 0.43801
C 0.47902 1.18674 0.05402
C 1.52072 0.24566 -0.29925
C 1.14915 -1.00971 -0.23438
H 0.78443 1.57779 0.97634
H -0.67386 -1.93636 0.80054
H 1.85514 -1.81397 -0.17042
H 0.36841 1.79576 -0.82047
H -1.42101 0.34341 1.45174
H -0.64249 -1.38013 -0.81436
H -2.33705 1.13769 -0.25669
H 2.35997 0.70981 -0.80449